103
Properties=species:S:1:pos:R:3:lowdin_charge:R:1 method="wB97M-V/def2-TZVPD" orbital_gap_ha=0.316 largest_force_ev_per_a=10.363 charge=0 homo_energy_ev=-9.159 e_above_lowest_kj_mol=227.0
O 5.124 0.003 -2.691 -0.153
O -3.331 1.402 0.749 -0.143
O -1.314 -0.549 3.677 -0.159
O 1.637 -0.163 0.658 -0.144
O -2.309 -4.916 1.142 -0.099
O 2.001 0.479 -3.640 -0.096
O -0.841 2.967 -3.653 -0.083
O -1.956 -1.858 -2.478 -0.127
O 2.321 -4.921 0.472 -0.141
O 1.942 2.429 1.518 -0.102
O 6.026 0.073 2.680 -0.083
O -0.481 3.977 3.226 -0.110
O -2.926 -2.498 2.426 -0.125
O -5.286 1.681 -2.143 -0.142
N 3.241 -1.067 -1.873 0.163
N 1.581 -2.984 -0.812 0.121
N 3.788 3.651 0.731 0.160
N -4.663 2.775 2.289 0.137
N -4.955 -0.322 -3.392 0.146
N -3.729 0.021 -1.546 0.202
N 5.118 -1.611 -0.883 0.160
N -5.346 2.399 0.315 0.149
N 3.401 1.766 -0.217 0.200
N 2.566 -2.692 1.042 0.156
C -4.643 0.442 -2.351 -0.551
C -3.792 -1.713 1.809 -0.223
C 2.228 1.741 -3.222 -0.184
C 4.515 -0.787 -1.698 -0.601
C -0.737 -1.503 -3.063 -0.135
C -1.975 2.935 -1.549 -0.082
C -1.990 2.440 -3.009 -0.290
C 0.633 -0.107 -0.263 -0.368
C -0.632 -0.527 0.389 -0.035
C 3.032 2.569 0.661 -0.600
C 3.754 -0.147 3.088 -0.073
C -0.995 3.108 2.266 -0.177
C 2.118 -3.553 0.214 -0.655
C -1.018 -4.584 0.747 -0.173
C 4.843 -0.541 2.144 -0.337
C -4.389 2.226 1.102 -0.608
C 0.095 -1.034 3.713 -0.115
H -0.704 -1.760 -4.107 0.095
H 0.964 -0.558 -1.197 0.062
H 0.138 -1.969 3.085 0.078
H 3.402 0.795 2.814 0.038
H -2.960 2.791 -3.284 0.094
H 3.204 1.849 -2.892 0.038
H 1.112 -2.053 -0.629 0.080
H -1.920 -1.305 3.623 0.035
H -0.404 -5.362 0.361 0.066
H 4.571 -2.099 -0.156 0.094
H -3.384 -1.239 0.934 0.046
H -0.888 0.181 1.223 0.102
H 2.924 -0.938 3.077 0.075
H 0.508 0.941 -0.560 0.120
H -5.930 -0.043 -3.668 0.139
H -2.594 -3.184 1.747 0.085
H -0.749 3.382 1.246 0.074
H 4.937 -1.632 2.190 0.098
H 0.717 -0.188 3.431 0.055
H 2.106 2.394 -4.051 0.086
H 0.417 -1.293 4.734 0.072
H -1.015 3.800 4.024 0.087
H -3.476 0.681 -0.822 0.046
H 3.033 0.846 -0.215 0.058
H -2.059 3.084 2.330 0.034
H -0.574 -4.225 1.664 0.084
H -2.760 -4.982 0.306 0.086
H -3.167 -0.748 -1.893 0.062
H -4.032 -0.856 2.349 0.064
H 2.743 -0.592 -2.623 0.062
H 3.483 4.440 1.367 0.155
H -1.746 4.040 -1.554 0.102
H -0.577 2.173 2.513 0.052
H 6.176 -1.596 -0.864 0.162
H 6.701 -0.640 2.761 0.099
H -5.383 3.525 2.400 0.133
H 4.192 1.943 -0.915 0.169
H -3.885 2.759 2.970 0.107
H -0.296 2.282 -4.036 0.042
H -6.219 2.836 0.636 0.127
H 4.326 3.962 -0.066 0.110
H 2.802 -1.850 -1.398 0.048
H 2.307 -1.660 0.918 0.090
H 1.666 0.726 1.087 0.059
H -2.463 -2.416 -3.088 0.103
H -5.274 2.238 -0.786 0.065
H -1.454 -0.534 -0.331 0.064
H 1.058 -3.640 -1.458 0.164
H 1.524 2.157 -2.418 0.111
H 4.100 -0.271 4.129 0.098
H -3.005 2.807 -1.217 0.037
H 0.161 -1.876 -2.581 0.051
H -0.527 -0.421 -2.947 0.071
H 1.708 0.594 -4.526 0.098
H -1.261 2.488 -0.842 0.052
H -4.603 -1.270 -3.678 0.130
H 3.001 -3.049 1.947 0.163
H -4.679 -2.318 1.511 0.102
H -0.471 -1.490 0.796 0.048
H 4.690 -0.268 1.096 0.075
H -1.049 -3.684 -0.001 0.100
H -1.856 1.273 -3.015 0.118